Entry 1:
Entry from OMol25: C22H25As2NO2S2Tc as an isolated structure at a distorted geometry (wB97M-V/def2-TZVPD).

Element x y z (Å)
Tc1 -1.271 -0.896 1.217
C1 -1.883 -3.019 1.911
C2 -3.054 -2.218 1.911
C3 -2.881 -1.189 2.882
C4 -1.621 -1.377 3.500
C5 -0.996 -2.493 2.896
H1 -1.759 -3.956 1.391
H2 -3.954 -2.405 1.346
H3 -3.630 -0.465 3.166
H4 -1.242 -0.817 4.342
H5 -0.055 -2.932 3.190
C6 -3.313 -1.633 -1.960
As1 -2.064 -0.411 -1.090
C7 -2.981 1.270 -1.407
C8 -0.498 -0.391 -2.238
C9 -0.576 0.129 -3.525
C10 0.546 0.122 -4.341
C11 1.739 -0.413 -3.877
C12 1.818 -0.948 -2.600
C13 0.700 -0.931 -1.779
As2 0.648 -1.902 -0.103
C14 2.339 -2.571 0.554
C15 0.049 -3.610 -0.872
H6 -3.349 -1.405 -3.024
H7 -4.304 -1.478 -1.535
H8 -3.023 -2.673 -1.827
H9 -3.186 1.369 -2.471
H10 -2.379 2.105 -1.058
H11 -3.928 1.259 -0.868
H12 -1.510 0.538 -3.891
H13 0.484 0.530 -5.340
H14 2.613 -0.415 -4.515
H15 2.754 -1.352 -2.240
H16 2.862 -2.991 -0.305
H17 2.123 -3.377 1.255
H18 2.956 -1.827 1.034
H19 0.725 -3.865 -1.688
H20 -0.960 -3.538 -1.275
H21 0.089 -4.408 -0.131
O1 3.827 0.979 2.594
S1 3.149 1.399 1.413
O2 3.674 1.032 0.134
N1 1.546 0.781 1.448
C16 0.714 1.764 1.423
S2 -0.994 1.464 1.455
C17 1.261 3.122 1.438
C18 0.584 4.331 1.440
C19 1.332 5.501 1.480
C20 2.720 5.458 1.528
C21 3.406 4.244 1.520
C22 2.650 3.100 1.464
H22 -0.498 4.359 1.416
H23 0.829 6.458 1.476
H24 3.282 6.381 1.578
H25 4.487 4.209 1.560

Computed properties:
**Gap between HOMO and LUMO (alpha / beta)**: 0.20860 / 0.21750 hartree
**E_HOMO (alpha / beta)**: -0.5474 / -0.5454 Eh
**Spin multiplicity**: 2
**LUMO energy (alpha / beta)**: -9.2 / -8.9 eV
**Energy above the lowest of the compared OMol25 structures with the same formula, charge and spin**: 63.6 kcal per mole
**E_tot**: -6406.67423 a.u.
**Total charge**: +2



Entry 2:
Entry from OMol25: a 2-piece molecular cluster, C6H12Cl4N3 overall at a distorted geometry (wB97M-V/def2-TZVPD).

Element x y z (Å)
C1 -0.435 -1.087 -0.666
C2 -1.083 1.227 -0.765
C3 -1.461 -1.454 0.412
C4 -2.193 0.878 0.209
C5 1.081 0.720 0.194
C6 2.877 -0.317 -0.028
N1 0.086 0.302 -0.669
N2 3.747 0.500 0.620
N3 -2.604 -0.561 0.101
Cl1 0.604 0.622 1.924
Cl2 1.579 2.276 -0.265
Cl3 2.691 -1.953 0.572
Cl4 2.783 -0.190 -1.787
H1 0.538 -1.746 -0.517
H2 -0.718 -1.470 -1.580
H3 -1.363 1.148 -1.900
H4 -0.731 2.251 -0.766
H5 -1.661 -2.482 0.491
H6 -1.267 -1.120 1.426
H7 -1.709 0.838 1.304
H8 -2.938 1.578 0.075
H9 4.108 0.453 1.620
H10 4.348 0.941 -0.041
H11 -2.972 -0.760 -0.842
H12 -3.309 -0.596 0.879

Computed properties:
**Gap between HOMO and LUMO**: 0.31381 hartree
**E_HOMO**: -0.4292 Eh
**LUMO energy**: -3.1 eV
**Energy above the lowest of the compared OMol25 structures with the same formula, charge and spin**: 28.2 kcal per mole
**E_tot**: -2240.50633 a.u.
**Total charge**: +1



Entry 3:
Entry from OMol25: C9H21BBrN2OPSc as an isolated structure at a distorted geometry (wB97M-V/def2-TZVPD).

Element x y z (Å)
Sc1 0.454 -0.375 0.881
H1 0.518 -0.013 -1.551
H2 -1.209 -0.104 0.662
P1 0.564 1.863 -2.524
C1 2.085 2.328 -1.732
H3 2.606 2.962 -2.497
H4 1.894 2.928 -0.814
H5 2.725 1.461 -1.456
C2 0.719 1.378 -4.225
H6 -0.244 1.524 -4.738
H7 1.528 1.973 -4.663
H8 0.982 0.306 -4.240
C3 -0.762 2.970 -2.159
H9 -0.719 3.284 -1.100
H10 -0.614 3.836 -2.832
H11 -1.749 2.516 -2.338
C4 -1.343 1.072 0.573
O1 -2.416 1.569 0.279
H12 -1.131 -2.461 0.378
H13 -1.807 -1.427 -0.972
H14 0.011 -2.404 -2.061
H15 1.542 -1.707 -0.242
B1 0.507 -1.646 -1.205
N1 -0.975 -1.687 -0.345
H16 0.086 0.573 -2.180
H17 -0.450 1.807 0.873
Br1 -0.855 -5.071 3.576
C5 -0.355 -3.270 3.604
C6 -0.925 -2.403 4.523
C7 -0.696 -1.046 4.424
C8 0.095 -0.544 3.390
N2 0.764 -1.418 2.552
C9 0.535 -2.777 2.628
H18 -1.547 -2.810 5.317
H19 -1.134 -0.334 5.118
H20 0.275 0.529 3.229
H21 1.041 -3.382 1.865

Computed properties:
**Gap between HOMO and LUMO (alpha / beta)**: 0.22301 / 0.29159 hartree
**E_HOMO (alpha / beta)**: -0.4900 / -0.5629 Eh
**Spin multiplicity**: 2
**LUMO energy (alpha / beta)**: -7.3 / -7.4 eV
**E_tot**: -4240.42886 a.u.
**Total charge**: +2



Entry 4:
Entry from OMol25: C12H18AsN2OPdS7 as an isolated structure at a distorted geometry (wB97M-V/def2-TZVPD).

Element x y z (Å)
Pd1 -2.406 -1.070 -0.032
C1 1.869 1.657 1.862
C2 0.603 1.553 2.683
S1 -0.769 0.727 1.770
C3 -1.060 -0.728 2.820
C4 -0.090 -1.868 2.570
S2 -0.143 -2.473 0.834
C5 1.573 -2.115 0.289
C6 1.882 -0.632 0.176
S3 2.720 0.056 1.653
H1 2.598 2.284 2.379
H2 1.657 2.076 0.879
H3 0.247 2.555 2.933
H4 0.780 0.993 3.598
H5 -2.086 -1.037 2.559
H6 -1.028 -0.403 3.863
H7 -0.366 -2.723 3.191
H8 0.940 -1.574 2.767
H9 1.642 -2.585 -0.693
H10 2.247 -2.632 0.975
H11 0.961 -0.068 0.052
H12 2.539 -0.437 -0.673
S4 -3.811 0.808 0.830
As1 -5.108 -2.370 -0.075
S5 -3.492 -2.739 1.356
S6 -3.976 -2.228 -1.894
S7 -5.577 0.020 0.357
N1 2.142 2.908 -2.944
C7 1.226 2.598 -1.965
O1 1.124 3.290 -0.965
C8 0.491 1.342 -2.178
C9 0.985 0.320 -3.014
C10 0.265 -0.856 -3.094
C11 -0.937 -0.970 -2.416
N2 -1.419 0.008 -1.615
C12 -0.693 1.111 -1.480
H13 2.604 3.798 -2.836
H14 1.976 2.596 -3.886
H15 1.909 0.437 -3.559
H16 0.618 -1.680 -3.697
H17 -1.571 -1.840 -2.564
H18 -1.065 1.886 -0.817

Computed properties:
**Gap between HOMO and LUMO (alpha / beta)**: 0.19292 / 0.20854 hartree
**E_HOMO (alpha / beta)**: -0.1142 / -0.1325 Eh
**Spin multiplicity**: 3
**LUMO energy (alpha / beta)**: 2.1 / 2.1 eV
**E_tot**: -5803.91742 a.u.
**Total charge**: -1



Entry 5:
Entry from OMol25: C4H8AuO3 as an isolated structure at a distorted geometry (wB97M-V/def2-TZVPD).

Element x y z (Å)
C1 3.065 0.251 0.199
C2 0.912 -1.842 0.008
O1 1.129 -1.105 -1.030
O2 2.444 0.938 -0.716
H1 4.042 -0.192 -0.056
H2 2.926 0.546 1.254
H3 1.700 -1.950 0.770
Au1 0.710 0.594 -0.687
O3 -0.636 1.168 0.252
C3 -1.802 0.910 0.575
C4 -2.861 0.549 -0.390
H4 -0.048 -2.495 0.065
H5 -3.749 1.160 -0.164
H6 -3.144 -0.499 -0.200
H7 -2.548 0.669 -1.432
H8 -2.141 1.297 1.554

Computed properties:
**Gap between HOMO and LUMO (alpha / beta)**: 0.25272 / 0.27669 hartree
**E_HOMO (alpha / beta)**: -0.6285 / -0.7429 Eh
**Spin multiplicity**: 4
**LUMO energy (alpha / beta)**: -10.2 / -12.7 eV
**Energy above the lowest of the compared OMol25 structures with the same formula, charge and spin**: 23.5 kcal per mole
**E_tot**: -517.47954 a.u.
**Total charge**: +2